Entry 1:
C7H8O | ωB97M-V/def2-TZVPD

XYZ file:
```
16
Properties=species:S:1:pos:R:3:nbo_charge:R:1
C 1.65371 0.30815 -0.05266 -0.415
C 0.45546 0.58997 -0.87841 -0.264
C -0.69087 -0.29979 -1.46434 -0.185
C -1.31386 -1.22432 -0.57699 -0.205
C -0.67220 -1.11342 0.77748 -0.029
C -0.66637 0.31447 1.27481 0.089
C 0.50039 1.01052 0.59169 -0.250
H 2.51930 1.00594 -0.09804 0.228
H 1.99430 -0.67554 0.30884 0.224
H 0.72493 1.49616 -1.50434 0.225
H -1.05092 -0.34009 -2.54697 0.236
H -2.11394 -1.89332 -0.79183 0.216
H 0.27793 -1.51009 0.73469 0.176
H -1.54172 0.96814 1.25126 0.180
H 0.65382 2.05760 0.77970 0.212
O -0.72996 -0.69438 2.19510 -0.438
```

Computed properties:
HOMO energy = -9.08 eV
calculated total energy = -9430.6953 eV
ΔE to the lowest compared entry with this formula, charge and spin = 535.20 kJ/mol
multiplicity = 1
SMILES = C1=C[C@@H]2O[C@H]2[C@H]2C[C@@H]12

---

Entry 2:
C17H15Cl5O5Sn | ωB97M-V/def2-TZVPD

XYZ file:
```
43
Properties=species:S:1:pos:R:3:nbo_charge:R:1
Sn -0.65368 0.00689 -0.39393 2.297
C -3.71036 -0.00105 0.61685 -0.251
O -2.35790 0.54871 0.73445 -0.614
C -2.29413 1.97307 1.06857 -0.105
C -2.17936 2.75445 -0.21041 -0.101
O -1.10952 2.12635 -0.94135 -0.611
C -0.63353 2.90336 -2.07354 -0.247
H -4.20054 0.15293 1.57451 0.233
H -3.60911 -1.06454 0.42667 0.227
H -4.24711 0.49472 -0.18924 0.210
H -1.40002 2.08615 1.67861 0.248
H -3.17272 2.23047 1.65536 0.249
H -1.92687 3.79328 0.00656 0.240
H -3.08734 2.72397 -0.81681 0.212
H -0.25627 3.85500 -1.70519 0.221
H -1.45385 3.05381 -2.77339 0.213
H 0.16802 2.34200 -2.54124 0.217
Cl 2.32333 0.58395 -1.93011 0.088
C 1.14877 -0.21744 -2.90150 0.037
C -0.08590 -0.47647 -2.34121 -0.557
C -1.05758 -1.15714 -3.04826 -0.053
Cl -2.55200 -1.43031 -2.19965 0.100
C -0.84134 -1.58719 -4.34602 -0.090
Cl -2.05352 -2.42505 -5.19764 0.142
C 0.40685 -1.30336 -4.92727 -0.041
Cl 0.71278 -1.80572 -6.51899 0.162
C 1.40387 -0.61856 -4.21120 -0.122
Cl 2.91584 -0.29259 -4.92059 0.144
O 0.84393 -3.10296 2.83872 -0.643
C 1.78735 -2.20007 3.13269 0.489
C 2.80844 -2.45812 4.04233 -0.323
C 3.72512 -1.47374 4.34878 -0.079
C 3.65841 -0.20398 3.76477 -0.247
C 2.65693 0.06795 2.87098 -0.090
C 1.71447 -0.92825 2.52553 -0.333
C 0.72957 -0.61260 1.54605 0.802
O 0.02402 -1.47930 0.89177 -0.714
O 0.46921 0.62273 1.19673 -0.773
H 1.03434 -3.94832 3.27147 0.505
H 2.86604 -3.42902 4.51863 0.238
H 4.50687 -1.69078 5.06488 0.245
H 4.39278 0.54849 4.01258 0.246
H 2.58575 1.03827 2.40003 0.234
```

Computed properties:
HOMO energy = -14.32 eV
charge = +2
calculated total energy = -96537.3985 eV
ΔE to the lowest compared entry with this formula, charge and spin = 23.31 kJ/mol
multiplicity = 1

---

Entry 3:
C2F3N | ωB97M-V/def2-TZVPD

XYZ file:
```
6
Properties=species:S:1:pos:R:3:nbo_charge:R:1
C 0.39709 -0.87837 -1.19940 0.414
C -0.04680 0.20677 -0.17837 0.341
N -0.04762 0.15557 1.09520 0.007
F 0.74695 -2.02758 -0.70728 -0.274
F -0.51957 1.33422 -0.79437 -0.302
F -0.53005 1.20940 1.78422 -0.187
```

Computed properties:
HOMO energy = -10.53 eV
calculated total energy = -11710.2766 eV
ΔE to the lowest compared entry with this formula, charge and spin = 538.03 kJ/mol
multiplicity = 1

---

Entry 4:
C21H33O11PbS3 | ωB97M-V/def2-TZVPD

XYZ file:
```
69
Properties=species:S:1:pos:R:3:nbo_charge:R:1
Pb -0.00449 0.80598 -0.54900 1.600
C 3.54873 -0.78316 0.08513 -0.656
C 2.31304 -1.36687 -0.60774 0.111
C 2.57758 -2.81417 -1.02610 -0.623
O 1.10107 -1.27365 0.08448 -0.977
H 4.42386 -0.58945 -0.53379 0.197
H 3.77602 -1.32494 1.00810 0.192
H 3.20800 0.19946 0.42311 0.228
H 2.17605 -0.76563 -1.52918 0.110
H 3.46520 -2.82603 -1.67330 0.185
H 1.79429 -3.20054 -1.68270 0.193
H 2.74457 -3.42543 -0.13954 0.202
C -2.44343 4.15070 3.22325 -0.535
C -3.32114 3.60004 4.21308 0.418
C -3.82871 2.13746 3.95472 0.451
O -4.75622 1.74800 4.65684 -0.608
C -3.21342 1.38903 2.90495 -0.519
C -2.22171 1.91676 2.11300 0.402
C -1.91087 3.39718 2.17115 0.353
O -1.28535 3.94065 1.22146 -0.721
O -1.51640 1.17285 1.35090 -0.852
O -3.66576 4.20926 5.22308 -0.634
H -2.11923 5.17830 3.33025 0.200
H -3.44153 0.33194 2.81619 0.190
C 0.82741 1.52411 -6.39879 -0.405
C 2.19083 0.88366 -6.02478 -0.416
C 2.05524 -0.33753 -5.13226 -0.650
S 0.42047 -0.18711 -4.36021 2.174
O 0.51538 0.27492 -2.98646 -0.986
O -0.39319 -1.35572 -4.55964 -0.931
C -0.24367 1.11840 -5.39136 -0.684
H 0.52862 1.03692 -7.33735 0.204
H 0.87770 2.56666 -6.69681 0.234
H 2.66600 1.69621 -5.46092 0.216
H 2.84478 0.76106 -6.88481 0.229
H 2.73950 -0.42604 -4.29512 0.271
H 1.84914 -1.21580 -5.74507 0.247
H -0.54945 1.96722 -4.77847 0.260
H -1.16489 0.72308 -5.81201 0.262
C -2.56874 -3.50185 1.04749 -0.402
C -1.85155 -4.35759 0.00282 -0.399
C -1.26977 -3.52187 -1.12783 -0.682
S -2.35554 -2.08089 -1.27119 2.193
O -3.29531 -2.11888 -2.36026 -0.927
O -1.60339 -0.87617 -1.00904 -1.002
C -3.27733 -2.40716 0.23209 -0.666
H -1.81485 -2.98870 1.64934 0.229
H -3.35683 -4.02674 1.57542 0.224
H -2.71110 -4.86197 -0.47004 0.190
H -1.18750 -5.12954 0.38117 0.230
H -1.10898 -4.10689 -2.02636 0.251
H -0.36134 -2.99961 -0.79196 0.296
H -4.19892 -2.86403 -0.14167 0.227
H -3.55845 -1.43976 0.64536 0.281
C 1.56481 0.62090 4.64224 -0.410
C 0.48260 1.68744 4.50066 -0.434
C 0.87537 2.76663 3.50344 -0.648
S 2.10388 2.00931 2.42339 2.173
O 3.39464 2.65047 2.50119 -0.946
O 1.59367 1.66301 1.10462 -1.017
C 2.20747 0.41871 3.27003 -0.676
H 1.23754 -0.34234 5.03152 0.225
H 2.32618 0.95063 5.35547 0.203
H 0.23495 2.20564 5.43093 0.236
H -0.49945 1.29239 4.22877 0.254
H 1.37898 3.67007 3.83978 0.247
H 0.07127 3.01189 2.80613 0.310
H 3.26323 0.14859 3.23549 0.241
H 1.72045 -0.30949 2.61674 0.270
```

Computed properties:
HOMO energy = -3.37 eV
charge = -1
calculated total energy = -82586.8041 eV
ΔE to the lowest compared entry with this formula, charge and spin = 0.00 kJ/mol
multiplicity = 1

---

Entry 5:
C3H4N2O2 | ωB97M-V/def2-TZVPD

XYZ file:
```
11
Properties=species:S:1:pos:R:3:nbo_charge:R:1
C -2.40968 1.20621 0.37154 0.171
C 0.59786 -0.27101 -0.62292 -0.490
C -1.81431 0.03916 0.81876 -0.111
N -2.85068 2.19116 -0.06794 -0.208
N -2.00708 -1.20592 0.03403 0.509
O -1.65156 -2.21758 0.56262 -0.369
O -2.42495 -1.04038 -1.08099 -0.374
H -0.07563 -0.93854 -1.33376 0.201
H 1.06392 -0.89115 0.20388 0.202
H 0.84162 0.83571 -0.96410 0.220
H -1.50048 -0.19311 1.83068 0.248
```

Computed properties:
HOMO energy (alpha / beta) = -9.73 / -10.50 eV
calculated total energy = -10243.4965 eV
ΔE to the lowest compared entry with this formula, charge and spin = 846.04 kJ/mol
multiplicity = 1

---

Entry 6:
C4H5NO | ωB97M-V/def2-TZVPD

XYZ file:
```
11
Properties=species:S:1:pos:R:3:nbo_charge:R:1
C 1.29897 -1.19329 -0.31544 -0.230
C 0.00638 -0.80389 -0.29753 0.020
C 2.20009 -0.17493 0.08171 0.187
C -1.55443 0.99944 0.17765 -0.259
N 2.91221 0.68551 0.34041 -0.283
O -0.22068 0.57960 -0.07672 -0.440
H 1.69364 -2.25453 -0.39369 0.247
H -0.78195 -1.49024 -0.30410 0.170
H -2.25399 0.58149 -0.48947 0.187
H -1.48867 2.13468 -0.07108 0.204
H -1.81156 0.93617 1.34826 0.196
```

Computed properties:
HOMO energy (alpha / beta) = -6.03 / -11.42 eV
calculated total energy = -7760.8493 eV
ΔE to the lowest compared entry with this formula, charge and spin = 100.65 kJ/mol
multiplicity = 3